Record 1
Density functional theory data (ωB97M-V/def2-TZVPD) for C23H26BBaN7O3S3 as an isolated structure.

The value obtained for the energy relative to the best compared isomer or geometry (same formula, charge and spin) is 48.18 kJ/mol. The calculation puts the strongest force on any atom at 0.70 eV/A.

The geometry in ORCA input format:
```
! wB97M-V def2-TZVPD RIJCOSX def2/J DEFGRID3
* xyz 0 1
Ba -0.2900 -0.0478 -0.3299
N 1.3229 -2.2076 0.8141
C 0.4609 -3.2496 1.2551
C 0.8192 -4.5678 1.2009
C -0.0632 -5.5813 1.6311
C -1.2883 -5.2625 2.1367
C -1.6993 -3.9093 2.1891
C -2.9702 -3.5152 2.6740
C -3.3382 -2.2045 2.6540
C -2.4321 -1.2724 2.1100
N -1.2330 -1.5859 1.6558
C -0.8409 -2.8989 1.7166
H 2.1929 -2.5611 0.4419
H 1.5346 -1.5496 1.5578
H 1.8068 -4.8333 0.8405
H 0.2532 -6.6146 1.5754
H -1.9651 -6.0299 2.4907
H -3.6461 -4.2730 3.0535
H -4.3024 -1.8422 2.9941
H -2.7402 -0.2297 2.0393
C 3.4466 -2.5285 -3.9244
N 3.4284 -1.1169 -3.5867
C 4.5077 -0.2603 -3.6968
C 4.0689 0.9553 -3.3200
N 2.7331 0.8514 -2.9802
B 1.8950 2.1067 -2.5657
N 2.6773 2.8684 -1.4394
C 3.2315 4.1262 -1.5855
C 3.8081 4.4729 -0.4160
N 3.6005 3.4171 0.4521
C 4.0569 3.3493 1.8295
C 2.9084 2.4440 -0.1852
S 2.4729 0.9450 0.5233
C 2.3450 -0.4236 -3.1534
S 0.7975 -1.1352 -2.9464
H 4.4488 -2.9153 -3.7530
H 3.1698 -2.6817 -4.9670
H 2.7329 -3.0539 -3.2970
H 5.4736 -0.5968 -4.0299
H 4.5965 1.8909 -3.2570
H 1.8134 2.8650 -3.5045
H 0.8062 1.7904 -2.1598
H 3.1581 4.6617 -2.5153
H 4.3386 5.3610 -0.1211
H 4.3417 4.3492 2.1470
H 4.9107 2.6792 1.9186
H 3.2564 2.9748 2.4616
N -1.6478 2.5206 -0.7255
C -2.8699 2.1592 -0.0790
C -3.6510 1.1410 -0.6182
C -4.7466 0.6561 0.0905
C -5.0616 1.1847 1.3335
C -4.3039 2.2308 1.8481
C -3.2076 2.7113 1.1513
S -6.3637 0.4729 2.3444
O -7.0887 -0.3936 1.4376
O -7.0884 1.6150 2.8557
O -5.5921 -0.2376 3.3649
H -1.2630 3.3834 -0.3632
H -1.7480 2.6204 -1.7295
H -3.4102 0.7392 -1.6001
H -5.3740 -0.1323 -0.3067
H -4.5863 2.6562 2.8032
H -2.6030 3.5127 1.5641
*
```

Record 2
Density functional theory data (ωB97M-V/def2-TZVPD) for C23H26BN10NiO5S2 as an isolated structure.

The calculation puts the strongest force on any atom at 0.38 eV/A.

The geometry in ORCA input format:
```
! wB97M-V def2-TZVPD RIJCOSX def2/J DEFGRID3
* xyz 0 4
Ni 0.2207 -1.0069 -0.7671
C -1.2424 1.7767 -2.6761
C -0.2435 2.0378 -1.5962
C 0.3256 3.2529 -1.1975
C 1.2093 2.9169 -0.1931
N 1.1593 1.5877 -0.0146
N 0.2652 1.0470 -0.8732
B 2.0088 0.7271 0.9789
N 2.8544 -0.2932 0.1679
C 4.0884 -0.7951 0.3376
C 4.3451 -1.6764 -0.6905
C 3.1752 -1.6905 -1.4617
C 2.8603 -2.4899 -2.6807
N 2.2917 -0.8464 -0.9382
N 1.0394 -0.0885 1.8724
C 0.9334 -0.2296 3.1998
C -0.0912 -1.1183 3.4567
C -0.5790 -1.4874 2.1973
C -1.6668 -2.4544 1.8622
N 0.1078 -0.8552 1.2532
N 2.8864 1.6763 1.7698
C 4.1328 2.1278 1.4857
C 4.4169 3.1486 2.3538
C 3.2567 3.2738 3.1496
C 2.9904 4.2449 4.2576
N 2.3373 2.3950 2.7885
H -1.6831 2.7110 -3.0210
H -2.0443 1.1306 -2.3172
H -0.7784 1.2837 -3.5320
H 0.1176 4.2369 -1.5820
H 1.8547 3.5330 0.4112
H 4.6945 -0.5141 1.1825
H 5.2403 -2.2535 -0.8483
H 3.7719 -2.7165 -3.2330
H 2.1868 -1.9388 -3.3380
H 2.3731 -3.4257 -2.4063
H 1.5759 0.3196 3.8667
H -0.4395 -1.4578 4.4172
H -2.1697 -2.7759 2.7726
H -1.2593 -3.3354 1.3640
H -2.4131 -2.0061 1.2012
H 4.7119 1.7216 0.6744
H 5.3252 3.7256 2.4108
H 3.9222 4.6490 4.6509
H 2.4492 3.7598 5.0688
H 2.3820 5.0803 3.9070
O -4.8848 -5.0187 -1.7067
C -3.5747 -4.8193 -1.3890
O -2.9128 -5.7281 -0.9986
C -3.0886 -3.4213 -1.5028
C -3.8378 -2.2612 -1.4933
N -2.9855 -1.2314 -1.4588
N -1.7073 -1.6540 -1.4386
C -1.7489 -2.9763 -1.4684
C -0.3932 -3.6600 -1.5145
O -0.2517 -4.6581 -2.1865
O 0.4855 -3.0000 -0.8440
H -5.2761 -4.2216 -2.0794
H -4.9031 -2.0868 -1.4844
H -3.2123 -0.2500 -1.3891
C -5.0500 2.3058 -1.9645
O -4.2428 1.4561 -1.1231
C -3.5400 2.0403 -0.1585
S -3.4530 3.6507 0.1872
S -2.5782 1.1351 0.8450
H -5.5180 1.6394 -2.6807
H -4.4243 3.0349 -2.4754
H -5.8027 2.8162 -1.3676
*
```

Record 3
Density functional theory data (ωB97M-V/def2-TZVPD) for C23H26BrN2O3PdS4 as an isolated structure in a non-equilibrium geometry.

The value obtained for the energy relative to the best compared isomer or geometry (same formula, charge and spin) is 109.60 kJ/mol. The calculation puts the strongest force on any atom at 2.23 eV/A.

The geometry in ORCA input format:
```
! wB97M-V def2-TZVPD RIJCOSX def2/J DEFGRID3
* xyz 1 1
Pd -1.1912 -2.4415 -1.2210
C 4.7594 1.9397 0.0774
C 3.9535 2.4039 -1.1476
C 3.7999 3.9231 -1.0790
C 4.7277 2.0601 -2.4350
C 2.6101 1.6866 -1.1759
C 2.5753 0.2976 -1.2664
C 1.3653 -0.3371 -1.3201
Br 1.3615 -2.2575 -1.5273
C 0.1006 0.2976 -1.2952
O -1.0182 -0.3732 -1.3871
C 0.1418 1.7230 -1.1703
C 1.3869 2.3423 -1.1293
C -1.0978 2.6306 -1.0872
C -2.4609 1.9342 -1.0586
C -1.0024 3.4878 0.1876
C -1.0849 3.5637 -2.3149
H 5.7137 2.4684 0.1115
H 4.9668 0.8698 0.0456
H 4.2127 2.1572 0.9967
H 4.7890 4.3818 -1.0775
H 3.2890 4.2350 -0.1660
H 3.2570 4.3078 -1.9443
H 5.6756 2.6013 -2.4502
H 4.1481 2.3525 -3.3121
H 4.9458 0.9949 -2.5074
H 3.4889 -0.2824 -1.2966
H 1.4023 3.4198 -1.0504
H -2.5536 1.2604 -0.2075
H -2.6490 1.3686 -1.9692
H -3.2377 2.6964 -0.9669
H -1.0054 2.8556 1.0783
H -1.8642 4.1553 0.2383
H -0.1021 4.1004 0.2050
H -1.1433 2.9853 -3.2382
H -0.1821 4.1733 -2.3457
H -1.9477 4.2313 -2.2714
O -6.0052 -7.2207 -0.9989
C -5.1865 -6.3819 -1.1457
S -3.4483 -6.7431 -1.4205
C -2.9183 -5.0965 -1.5050
C -3.9086 -4.0906 -1.3726
S -3.6090 -2.4487 -1.4662
S -5.5422 -4.6273 -1.1194
S -1.2858 -4.7835 -1.7338
N -1.4291 -3.2283 6.0133
C -1.1350 -2.1342 5.2785
O -0.8536 -1.0619 5.7664
C -1.1688 -2.2851 3.7698
C -1.4580 -3.4555 3.0798
C -1.4522 -3.4369 1.6965
N -1.1810 -2.3342 0.9935
C -0.9017 -1.2061 1.6506
C -0.8835 -1.1452 3.0298
H -1.4100 -3.1311 7.0150
H -1.6611 -4.1236 5.6307
H -1.6857 -4.3867 3.5793
H -1.6645 -4.3366 1.1363
H -0.6899 -0.3297 1.0507
H -0.6525 -0.2261 3.5496
*
```

Record 4
Density functional theory data (ωB97M-V/def2-TZVPD) for C23H26BrN3O2ReS3Te as an isolated structure.

The value obtained for the energy relative to the best compared isomer or geometry (same formula, charge and spin) is 52.09 kJ/mol. The calculation puts the strongest force on any atom at 0.62 eV/A.

The geometry in ORCA input format:
```
! wB97M-V def2-TZVPD RIJCOSX def2/J DEFGRID3
* xyz 0 2
Re -0.9609 1.1059 0.0971
O -0.8011 -0.5914 4.0776
C 0.2348 0.1175 4.5815
C 0.5889 -0.1295 5.9068
C 1.6485 0.5408 6.4869
C 2.3728 1.4800 5.7606
C 2.0164 1.7298 4.4479
C 0.9593 1.0566 3.8390
C 0.6989 1.3273 2.3787
O -0.6175 1.0530 1.9919
N 1.6376 0.5182 1.5730
N 1.0464 -0.0527 0.4372
C 1.5052 -1.2075 0.1429
C 1.2608 -2.0551 -1.0131
Br 0.6107 -1.2928 -2.6003
C 1.6188 -3.3420 -0.9434
C 1.4986 -4.3879 -1.9710
C 2.5990 -5.2049 -2.2276
C 2.5245 -6.2008 -3.1879
C 1.3396 -6.4075 -3.8805
C 0.2316 -5.6174 -3.6074
C 0.3071 -4.6092 -2.6593
H -1.0493 -0.2027 3.2195
H 0.0084 -0.8557 6.4606
H 1.9078 0.3350 7.5176
H 3.1962 2.0137 6.2150
H 2.5628 2.4655 3.8677
H 0.8859 2.3859 2.1593
H 2.0526 -0.2018 2.1565
H 2.2129 -1.6620 0.8385
H 2.0792 -3.6501 -0.0079
H 3.5208 -5.0499 -1.6792
H 3.3885 -6.8203 -3.3901
H 1.2770 -7.1917 -4.6238
H -0.7003 -5.7898 -4.1302
H -0.5638 -4.0096 -2.4280
C -1.1621 5.7533 -0.4640
C -1.4686 4.3140 -0.1640
S -0.0742 3.2369 -0.1701
C -2.6987 3.8335 0.0749
C -3.9433 4.6818 0.1045
S -2.9412 2.1285 0.4094
H -0.2699 6.0773 0.0737
H -1.9856 6.4056 -0.1779
H -0.9676 5.8964 -1.5301
H -3.9813 5.2940 1.0085
H -4.8340 4.0555 0.0920
H -3.9907 5.3496 -0.7563
S -2.7445 -3.2912 -0.6045
C -2.1807 -1.8147 -0.3607
N -1.7552 -0.7296 -0.1863
C 0.4643 1.8444 -3.5804
Te -1.4222 1.7525 -2.6124
C -2.2468 0.1862 -3.7991
H 0.9193 0.8593 -3.6329
H 1.0822 2.5106 -2.9828
H 0.3219 2.2618 -4.5738
H -2.4171 0.5685 -4.8027
H -3.1979 -0.0836 -3.3437
H -1.6050 -0.6880 -3.8273
*
```

Record 5
Density functional theory data (ωB97M-V/def2-TZVPD) for a 2-piece molecular cluster, C23H26Cl2N overall in a non-equilibrium geometry.

The value obtained for the energy relative to the best compared isomer or geometry (same formula, charge and spin) is 0.00 kJ/mol. The calculation puts the strongest force on any atom at 1.52 eV/A.

The geometry in ORCA input format:
```
! wB97M-V def2-TZVPD RIJCOSX def2/J DEFGRID3
* xyz 1 1
C 0.7410 -1.3187 3.4207
C 0.0019 -2.4010 2.6194
C -0.4065 -1.8682 1.2402
N -1.1457 -0.5862 1.3129
C -1.8982 -0.1547 0.1953
C -1.9626 -0.7709 -1.0009
C -2.7750 0.0224 -1.9841
C -3.5065 1.0908 -1.1450
C -2.6885 1.1284 0.1615
C -0.5715 0.4554 2.2004
C -0.1443 -0.0736 3.5729
H 1.0693 -1.6972 4.4000
H 1.6645 -1.0437 2.8926
H 0.6201 -3.3044 2.5225
H -0.8925 -2.7173 3.1716
H 0.4717 -1.7142 0.6064
H -1.0391 -2.5987 0.7258
H -1.4768 -1.7020 -1.2277
H -2.1041 0.5042 -2.7090
H -3.4615 -0.6155 -2.5567
H -3.5457 2.0690 -1.6435
H -4.5436 0.7852 -0.9474
H -3.3196 1.2142 1.0537
H -1.9923 1.9770 0.1606
H 0.2776 0.9004 1.6730
H -1.3139 1.2513 2.3134
H -1.0329 -0.3201 4.1677
H 0.3793 0.7090 4.1389
Cl -4.2261 -6.0177 -6.2649
C -4.4955 -5.1759 -4.7951
C -3.4516 -4.9980 -3.8952
C -3.6645 -4.3367 -2.7181
C -4.9377 -3.8155 -2.3802
C -5.0424 -3.1394 -1.1394
C -6.1056 -2.4971 -0.4576
C -5.7777 -1.8188 0.7422
C -6.7269 -1.1599 1.4722
C -8.0494 -1.1419 1.0453
Cl -9.2330 -0.2975 1.9552
C -8.4094 -1.8088 -0.1208
C -7.4653 -2.4769 -0.8546
C -5.9757 -3.9981 -3.3266
C -5.7566 -4.6682 -4.5011
H -2.4784 -5.3857 -4.1426
H -2.8507 -4.1987 -2.0278
H -4.1071 -3.0894 -0.6047
H -4.7537 -1.8200 1.0733
H -6.4665 -0.6477 2.3823
H -9.4417 -1.7963 -0.4299
H -7.7895 -3.0184 -1.7188
H -6.9504 -3.5924 -3.1531
H -6.5524 -4.8075 -5.2141
*
```

Record 6
Density functional theory data (ωB97M-V/def2-TZVPD) for an isolated ion of composition C23H26ClN2O4S and charge +1 in a non-equilibrium geometry.

The value obtained for the energy relative to the best compared isomer or geometry (same formula, charge and spin) is 1828.42 kJ/mol. The calculation puts the strongest force on any atom at 14.34 eV/A.

The geometry in ORCA input format:
```
! wB97M-V def2-TZVPD RIJCOSX def2/J DEFGRID3
* xyz 1 1
C 0.0740 4.2867 0.1681
H -0.3659 5.1497 -0.3256
H -0.4112 3.7698 0.9252
H 1.2022 4.5518 0.4110
O 0.2768 3.5335 -1.0267
C 0.7713 2.3327 -0.7658
C 1.3829 1.9472 0.3894
C 2.3715 0.5745 0.2454
C 2.3438 -0.1772 -0.8722
C 1.4736 0.2596 -2.0465
C 0.7680 1.2483 -1.8355
O 0.1366 1.8333 -2.8698
C -0.1063 1.2583 -4.2411
C -0.9188 -0.3000 -3.8204
C -1.6684 -0.3104 -2.8373
C -2.5034 -1.4660 -2.4397
C -2.1803 -2.4957 -3.3824
C -1.2902 -2.4716 -4.3292
C -0.5769 -1.4699 -4.7018
H -0.0149 -1.2765 -5.3729
H -0.9106 -3.3899 -4.9668
Cl -2.9655 -4.1927 -2.7661
H -3.1645 -1.7124 -1.6604
H -2.1610 0.5318 -2.0651
H 0.9916 0.7659 -4.6576
H -0.8519 1.6749 -4.8266
H 1.4615 -0.2247 -2.9464
H 2.8477 -1.2363 -0.9670
C 2.9309 0.1967 1.5601
H 4.0132 0.2535 1.3142
H 2.7643 0.6048 2.3507
N 2.8070 -1.2857 1.7050
H 3.2573 -1.9478 1.1445
H 1.7238 -1.2930 1.3300
C 2.6564 -1.7115 3.1418
H 3.4829 -2.6102 3.3899
C 1.4999 -2.5839 3.3105
C -0.0414 -1.6824 3.0103
C -0.2605 -0.6823 3.7636
C -1.1721 0.2232 3.3911
C -1.7014 0.2634 1.8442
C -1.2910 -0.8320 1.3080
C -0.2431 -1.7066 1.6815
H 0.0205 -2.4781 0.9875
H -1.3407 -0.8940 0.1535
S -2.5485 1.5372 1.0463
O -2.1535 2.8113 1.7657
O -2.5360 1.5259 -0.3714
N -3.9398 1.0315 1.7134
H -4.6714 0.9157 1.1375
H -4.3816 1.7495 2.3565
H -1.4328 1.0678 3.7884
H 0.1172 -0.7104 4.5775
H 1.1464 -2.7125 4.3906
H 1.2047 -3.4721 2.7525
H 2.4806 -1.0058 3.8552
H 1.5966 2.4331 1.1853
*
```

Record 7
Density functional theory data (ωB97M-V/def2-TZVPD) for C23H26F10GaN3PSbSe4 as an isolated structure in a non-equilibrium geometry.

The calculation puts the strongest force on any atom at 3.57 eV/A.

The geometry in ORCA input format:
```
! wB97M-V def2-TZVPD RIJCOSX def2/J DEFGRID3
* xyz -2 1
Ga -0.1380 -0.8768 1.9162
C -1.2205 2.2908 2.3574
N -1.7222 0.8482 2.3192
C -2.1766 0.4687 3.6833
C -2.3536 -1.0841 3.7931
N -1.1637 -1.8078 3.2659
C -1.0329 -3.1401 3.4735
C -2.0256 -4.0747 3.0250
F -3.0707 -3.6056 2.2708
C -1.9279 -5.3912 3.3571
F -2.9379 -6.3334 3.0866
C -0.8607 -5.8448 4.1272
F -0.9270 -7.0563 4.7145
C 0.1500 -4.9764 4.4427
F 1.2342 -5.3642 5.2217
C 0.1105 -3.6456 4.0543
F 1.1335 -2.8212 4.3172
C -2.6681 0.7648 1.1753
C -2.4500 -0.3476 0.2019
N -1.0373 -0.8013 0.2299
C -0.6382 -1.5973 -0.7949
C -0.0540 -1.2179 -1.9873
F 0.4954 0.0129 -2.0555
C 0.2106 -2.0949 -3.0427
F 1.0433 -1.7532 -4.0694
C -0.0839 -3.4661 -2.9729
F 0.0306 -4.3212 -4.0012
C -0.5266 -3.9068 -1.7073
F -0.6924 -5.2332 -1.4466
C -0.8189 -3.0285 -0.6946
F -1.3324 -3.5737 0.4580
H -1.9900 3.0302 2.5208
H -0.7222 2.5305 1.4061
H -0.4605 2.3145 3.1010
H -3.0747 0.9285 4.0644
H -1.3245 0.7300 4.3640
H -3.2432 -1.3823 3.1924
H -2.5370 -1.3355 4.8764
H -2.6314 1.7083 0.6240
H -3.7243 0.6454 1.5322
H -2.8066 -0.0678 -0.7953
H -3.0134 -1.3317 0.3971
Se 5.3384 -1.2290 2.5230
Sb 3.2338 -0.7972 1.3153
Se 1.6140 -2.7975 1.3428
Se 1.5682 0.7622 2.6996
Se 3.8829 0.2943 -0.8279
C -0.2453 5.1662 -3.3131
C 0.9395 4.5590 -3.9984
P 1.6144 3.2000 -2.9306
C 3.1542 4.1080 -2.1270
C 2.8777 4.1244 -0.5904
C 2.2675 2.1951 -4.3184
C 1.2653 1.3786 -5.1982
H 0.1392 5.7046 -2.3400
H -0.8790 4.3711 -2.8581
H -0.9160 5.8353 -3.8986
H 1.7321 5.3606 -4.0736
H 0.8176 4.3070 -5.0514
H 3.4500 5.0970 -2.4807
H 3.9556 3.4078 -2.3391
H 3.6834 4.4644 0.0657
H 2.7387 3.0467 -0.3139
H 1.9010 4.6492 -0.3075
H 3.0406 1.5678 -3.8520
H 2.7840 2.9945 -4.8746
H 0.4473 1.0160 -4.5738
H 1.7864 0.5065 -5.6264
H 0.7871 1.9158 -6.0535
*
```

| no. | calculated total energy (Ha) |
| --- | --- |
| 1 | -2746.1978 |
| 2 | -4145.5149 |
| 3 | -5521.6856 |
| 4 | -5321.6430 |
| 5 | -1866.8893 |
| 6 | -2159.9562 |
| 7 | -14167.1175 |